(1)
{"formula": "CH3FN2O2", "method": "wB97M-V/def2-TZVPD", "e_above_lowest_ev": 2.134, "lumo_energy_ev": [0.2035, -0.2632], "e_tot_ha": -399.57881, "homo_energy_ev": [-8.731, -9.420], "gap_ha": [0.328, 0.337], "elements": ["C", "N", "N", "O", "O", "F", "H", "H", "H"], "positions_angstrom": [[0.10312, 0.45222, -0.07507], [1.16079, -0.08752, 0.48411], [-2.19954, -0.46718, -0.24270], [-0.12048, 1.53937, -0.48041], [-2.52001, 0.57262, -0.89242], [-2.37560, -0.17163, 1.15436], [1.21596, -1.04575, 0.66336], [2.05401, 0.34408, 0.40392], [-1.95812, 1.34590, -0.76420]], "forces_ev_per_a": [[-1.095, -0.967, 0.041], [0.414, 0.482, -0.053], [1.621, -0.964, 0.848], [-0.076, 0.983, -0.349], [-1.950, 0.359, -1.317], [-0.206, 0.169, 0.053], [-0.418, -1.466, 0.254], [0.626, 0.748, -0.005], [1.084, 0.656, 0.529]], "lowdin_charge": [-0.326, 0.165, -0.013, 0.075, -0.030, -0.140, 0.090, 0.109, 0.071]}

***

(2)
{"formula": "C4H6O2", "method": "wB97M-V/def2-TZVPD", "e_above_lowest_ev": 1.151, "lumo_energy_ev": 0.1848, "e_tot_ha": -306.46401, "homo_energy_ev": -9.979, "smiles": "CC(=O)CC=O", "gap_ha": 0.373, "elements": ["C", "C", "O", "C", "C", "O", "H", "H", "H", "H", "H", "H"], "positions_angstrom": [[-1.38061, -0.05549, -0.71093], [-0.10433, -0.78726, -0.31407], [0.37545, -1.64401, -1.01825], [0.74646, -0.27168, 0.89483], [1.02477, 1.07814, 0.30077], [0.62752, 2.13341, 0.72893], [-1.45267, 0.94993, -0.28763], [-2.22771, -0.65349, -0.36450], [-1.45186, 0.01769, -1.80296], [0.35488, -0.19284, 1.91881], [1.63890, -0.90350, 0.90724], [1.46690, 0.97692, -0.71209]], "forces_ev_per_a": [[0.028, -0.099, 0.114], [0.052, -0.369, 0.012], [-0.311, 0.176, 0.266], [-0.074, -0.086, -0.204], [-0.063, 0.601, 0.099], [0.421, -0.403, -0.072], [-0.007, -0.257, 0.080], [-0.004, 0.082, 0.027], [0.147, -0.171, 0.273], [-0.466, -0.038, -0.587], [-0.073, 0.145, -0.109], [0.351, 0.420, 0.100]], "lowdin_charge": [-0.004, -0.442, 0.087, -0.060, -0.299, 0.064, 0.077, 0.092, 0.096, 0.129, 0.121, 0.140]}

***

(3)
{"formula": "C25H17LiO2", "method": "wB97M-V/def2-TZVPD", "lumo_energy_ev": -1.2204, "e_tot_ha": -1120.81314, "homo_energy_ev": -6.317, "gap_ha": 0.187, "elements": ["C", "C", "C", "C", "C", "C", "C", "O", "C", "C", "C", "C", "C", "C", "C", "C", "C", "O", "H", "H", "H", "H", "H", "H", "H", "H", "H", "H", "C", "Li", "C", "C", "C", "C", "C", "C", "C", "C", "H", "H", "H", "H", "H", "H", "H"], "positions_angstrom": [[-3.11053, -4.51352, 2.21727], [-2.89210, -3.81874, 1.02015], [-1.71104, -3.10539, 0.86378], [-0.79534, -3.03130, 1.92295], [-1.02844, -3.64567, 3.15052], [-2.17696, -4.42983, 3.27250], [0.30095, -2.17757, 1.49902], [1.30711, -1.87397, 2.21025], [0.05782, -1.69908, 0.14549], [0.99799, -0.92916, -0.54185], [0.69430, -0.21974, -1.77784], [-0.51483, 0.49623, -1.93865], [-0.78395, 1.17382, -3.13114], [0.16526, 1.20616, -4.16694], [1.41609, 0.61290, -3.95345], [1.69130, -0.06471, -2.76874], [-1.27744, -2.22750, -0.26279], [-1.94751, -1.96516, -1.25334], [-4.00632, -5.12062, 2.35826], [-3.61787, -3.82912, 0.21462], [-0.30955, -3.49108, 3.95179], [-2.34385, -4.97055, 4.19770], [2.04017, -1.33864, -0.50904], [-1.24903, 0.52217, -1.13787], [-1.75392, 1.66571, -3.25947], [-0.06278, 1.68196, -5.12189], [2.18411, 0.65165, -4.72510], [2.67312, -0.51064, -2.60016], [-0.90116, 2.31035, 1.48059], [2.85106, -1.21797, 1.46731], [-0.38179, 1.00477, 1.65104], [0.90299, 0.93671, 1.03664], [1.19122, 2.22236, 0.46165], [0.08884, 3.09319, 0.78404], [0.20524, 4.46151, 0.49275], [1.35301, 4.91162, -0.18556], [2.33994, 4.00645, -0.64449], [2.28026, 2.65020, -0.30676], [-1.85505, 2.70882, 1.83065], [-0.86578, 0.16730, 2.14607], [1.73506, 0.27746, 1.35840], [-0.57813, 5.15836, 0.81717], [1.47455, 5.98152, -0.38644], [3.17190, 4.36198, -1.25559], [3.04108, 1.91675, -0.62351]], "forces_ev_per_a": [[0.573, 0.074, 0.517], [0.243, 0.009, -0.100], [-0.653, -0.596, 1.090], [-1.071, -0.394, 0.204], [0.192, 0.183, -0.665], [-0.299, 0.082, -0.443], [1.105, 0.988, -1.633], [0.142, -0.463, -0.410], [-0.626, -1.641, 1.602], [-0.485, 0.498, -0.303], [0.397, 1.092, -0.380], [0.078, -0.128, -0.541], [0.206, -0.193, 0.005], [0.093, -0.317, 0.537], [-0.115, -0.027, -0.110], [-0.601, -0.135, 0.258], [0.205, 1.171, -0.697], [0.563, -0.544, 0.807], [0.238, 0.226, -0.117], [0.020, -0.060, 0.063], [-0.200, -0.226, -0.041], [-0.140, 0.057, -0.091], [-0.317, 0.727, 0.239], [0.190, -0.120, -0.117], [0.427, -0.150, 0.082], [0.088, -0.051, 0.337], [-0.192, 0.079, 0.144], [-0.202, 0.050, -0.143], [0.486, -1.687, 0.369], [-0.566, -0.065, 0.288], [-0.874, 1.426, -0.126], [1.372, -0.754, -0.486], [-0.151, 0.254, -0.096], [1.124, 0.178, -0.438], [0.287, -0.234, -0.131], [-0.180, -0.290, -0.145], [-0.096, -0.020, 0.227], [-0.396, 0.208, 0.205], [0.306, -0.345, -0.060], [-0.024, 0.300, -0.027], [-0.900, 0.902, 0.193], [0.387, -0.216, -0.215], [-0.083, -0.448, -0.006], [-0.246, 0.036, 0.242], [-0.306, 0.563, 0.107]], "lowdin_charge": [-0.060, 0.002, -0.087, -0.112, 0.001, -0.068, -0.340, -0.114, -0.131, -0.016, -0.215, -0.013, -0.055, -0.076, -0.090, -0.044, -0.281, 0.094, 0.104, 0.119, 0.118, 0.100, 0.113, 0.118, 0.110, 0.102, 0.100, 0.106, -0.019, 0.778, -0.070, -0.129, -0.210, -0.201, -0.038, -0.103, -0.104, -0.047, 0.101, 0.104, 0.055, 0.108, 0.093, 0.092, 0.106]}

***

(4)
{"formula": "C4H10N2", "method": "wB97M-V/def2-TZVPD", "e_above_lowest_ev": 4.603, "lumo_energy_ev": [0.7240, 0.9066], "e_tot_ha": -267.75618, "homo_energy_ev": [-5.982, -6.902], "gap_ha": [0.246, 0.287], "elements": ["C", "C", "C", "N", "N", "C", "H", "H", "H", "H", "H", "H", "H", "H", "H", "H"], "positions_angstrom": [[-1.07173, -0.43699, -1.51749], [-1.52443, -0.03760, 0.62830], [1.20927, -0.11495, 0.06198], [1.58889, 1.03021, -0.58962], [1.55427, -0.11898, 1.39402], [-0.41639, -0.77386, -0.33287], [1.42966, 1.93518, -0.14358], [1.40142, 1.04670, -1.57917], [1.56979, -1.01874, 1.84477], [2.24408, 0.55486, 1.71673], [-0.34384, -1.82486, -0.07332], [-1.30886, -1.20425, -2.23562], [-1.16367, 0.57821, -1.87133], [-1.34118, 1.03549, 0.62027], [-1.24971, -0.40602, 1.62494], [-2.57758, -0.24440, 0.45200]], "forces_ev_per_a": [[0.602, -0.579, -2.810], [2.186, -0.705, 1.373], [-1.546, -0.720, -0.634], [0.085, 0.422, -0.045], [-0.375, 0.115, 0.109], [-0.082, 1.747, 2.674], [0.017, -0.216, -0.094], [-0.194, 0.016, 0.038], [0.070, 0.137, 0.104], [-0.226, -0.394, -0.182], [-0.147, -0.087, -0.223], [-0.097, -0.088, -0.327], [-0.106, 0.206, 0.252], [-0.074, 0.052, -0.138], [-0.359, 0.310, 0.239], [0.245, -0.216, -0.335]], "lowdin_charge": [-0.074, -0.092, -0.332, 0.043, 0.065, -0.328, 0.089, 0.077, 0.085, 0.091, 0.101, 0.044, 0.053, 0.065, 0.052, 0.063]}

***

Please write out number 2 again, unchanged.
{"formula": "C4H6O2", "method": "wB97M-V/def2-TZVPD", "e_above_lowest_ev": 1.151, "lumo_energy_ev": 0.1848, "e_tot_ha": -306.46401, "homo_energy_ev": -9.979, "smiles": "CC(=O)CC=O", "gap_ha": 0.373, "elements": ["C", "C", "O", "C", "C", "O", "H", "H", "H", "H", "H", "H"], "positions_angstrom": [[-1.38061, -0.05549, -0.71093], [-0.10433, -0.78726, -0.31407], [0.37545, -1.64401, -1.01825], [0.74646, -0.27168, 0.89483], [1.02477, 1.07814, 0.30077], [0.62752, 2.13341, 0.72893], [-1.45267, 0.94993, -0.28763], [-2.22771, -0.65349, -0.36450], [-1.45186, 0.01769, -1.80296], [0.35488, -0.19284, 1.91881], [1.63890, -0.90350, 0.90724], [1.46690, 0.97692, -0.71209]], "forces_ev_per_a": [[0.028, -0.099, 0.114], [0.052, -0.369, 0.012], [-0.311, 0.176, 0.266], [-0.074, -0.086, -0.204], [-0.063, 0.601, 0.099], [0.421, -0.403, -0.072], [-0.007, -0.257, 0.080], [-0.004, 0.082, 0.027], [0.147, -0.171, 0.273], [-0.466, -0.038, -0.587], [-0.073, 0.145, -0.109], [0.351, 0.420, 0.100]], "lowdin_charge": [-0.004, -0.442, 0.087, -0.060, -0.299, 0.064, 0.077, 0.092, 0.096, 0.129, 0.121, 0.140]}